Record 1
# C7H14O

2 unconnected molecules or ions with the total composition C7H14O at a distorted geometry (wB97M-V/def2-TZVPD, OMol25).

As for the SMILES: C=C(/C=C/C)CC.O. The total charge is 0. As for the HOMO-LUMO gap: 9.4 eV. For the energy above the lowest of the compared OMol25 structures with the same formula, charge and spin, the calculation gives 2.960 eV.

Last column: Mulliken charge in e.
Cartesian coordinates (Å):
C1 1.123 1.057 1.557  -1.141
C2 0.477 1.707 0.343  -0.277
C3 0.508 0.758 -0.815  0.855
C4 0.990 0.951 -2.015  -1.191
C5 -2.519 -1.599 0.089  -1.169
C6 -1.523 -0.488 -0.012  0.060
C7 -0.332 -0.414 -0.685  -0.680
H1 0.497 1.446 2.413  0.288
H2 2.150 1.139 1.720  0.365
H3 0.926 0.010 1.727  0.338
H4 -0.650 1.961 0.529  0.204
H5 1.129 2.488 -0.076  0.338
H6 1.704 1.837 -2.143  0.186
H7 0.940 0.429 -2.897  0.387
H8 -3.356 -1.595 0.738  0.369
H9 -2.917 -1.553 -0.986  0.225
H10 -2.009 -2.534 0.221  0.266
H11 -1.784 0.457 0.413  0.200
H12 0.083 -1.206 -1.297  0.379
H13 0.835 -1.723 0.757  0.311
H14 2.106 -1.146 0.108  0.342
O1 1.622 -1.983 0.308  -0.654

=====

Record 2
# C21H42O9

6 unconnected molecules or ions with the total composition C21H42O9 at a distorted geometry (wB97M-V/def2-TZVPD, OMol25).

As for the SMILES: CCOC(C)=O.CCOC(C)=O.CCOC(C)=O.CC(C)=O.CC(C)=O.CC(C)=O. The total charge is 0. As for the HOMO-LUMO gap: 9.8 eV. For the energy above the lowest of the compared OMol25 structures with the same formula, charge and spin, the calculation gives 8.013 eV.

Last column: Mulliken charge in e.
Cartesian coordinates (Å):
O1 1.320 1.991 -4.660  -0.514
C1 1.662 2.775 -3.906  0.818
O2 0.922 3.723 -3.449  -0.333
C2 -0.219 4.263 -4.217  -0.413
C3 -0.957 5.096 -3.338  -1.282
C4 2.996 2.644 -3.121  -1.058
H1 -0.639 3.352 -4.713  0.344
H2 0.155 4.594 -5.121  0.431
H3 -1.813 5.625 -3.773  0.397
H4 -0.542 5.702 -2.633  0.415
H5 -1.638 4.507 -2.813  0.298
H6 4.053 3.186 -3.530  0.267
H7 3.402 1.625 -3.120  0.320
H8 2.886 3.121 -2.198  0.319
O3 2.704 1.711 0.129  -0.635
C5 1.669 0.997 0.138  0.466
O4 0.369 1.509 0.156  -0.030
C6 0.181 2.891 0.101  -0.087
C7 -1.277 3.087 0.543  -1.061
C8 1.749 -0.507 0.500  -0.497
H9 0.460 3.163 -0.838  0.007
H10 0.852 3.337 0.831  0.427
H11 -1.470 2.659 1.581  0.215
H12 -1.897 2.459 -0.172  0.102
H13 -1.377 4.146 0.625  0.530
H14 2.282 -0.525 1.464  0.302
H15 2.545 -0.993 -0.166  0.058
H16 0.757 -0.843 0.643  0.198
O5 3.354 -3.415 -0.010  -0.543
C9 3.828 -3.106 1.030  0.627
O6 4.939 -2.360 1.123  -0.220
C10 5.644 -1.957 -0.045  -0.194
C11 6.964 -1.359 0.471  -1.130
C12 3.252 -3.528 2.354  -0.549
H17 5.156 -1.216 -0.548  0.252
H18 5.934 -2.657 -0.705  0.401
H19 6.814 -0.490 1.309  0.257
H20 7.446 -0.628 -0.306  0.319
H21 7.763 -1.797 1.214  0.320
H22 2.296 -3.508 2.520  -0.010
H23 3.553 -2.746 3.248  0.248
H24 3.406 -4.630 2.549  0.308
C13 -0.801 -4.136 4.249  -1.105
C14 -1.084 -3.663 2.799  0.589
O7 -0.228 -2.985 2.139  -0.466
C15 -2.535 -3.668 2.360  -0.645
H25 -1.181 -5.165 4.131  0.382
H26 -1.189 -3.483 4.957  0.334
H27 0.253 -4.314 4.403  0.249
H28 -2.667 -4.705 2.048  0.415
H29 -2.508 -3.143 1.194  -0.075
H30 -3.200 -2.981 2.981  0.287
C16 -5.394 -0.653 1.437  -1.154
C17 -5.262 0.798 1.831  0.790
O8 -4.180 1.564 1.470  -0.526
C18 -6.362 1.342 2.706  -1.162
H31 -4.658 -1.096 0.644  0.216
H32 -6.401 -0.941 1.350  0.442
H33 -5.132 -1.230 2.127  0.391
H34 -6.708 2.359 2.425  0.337
H35 -6.067 1.276 3.615  0.348
H36 -7.426 0.918 2.456  0.303
C19 -1.418 0.337 -2.406  0.233
C20 -2.259 -0.845 -2.418  0.465
O9 -3.298 -0.945 -3.202  -0.639
C21 -1.714 -1.889 -1.465  -1.080
H37 -1.433 0.872 -3.419  0.256
H38 -0.200 0.151 -2.339  0.138
H39 -1.725 0.976 -1.532  -0.390
H40 -2.316 -2.818 -1.397  0.332
H41 -1.611 -1.592 -0.437  0.153
H42 -0.783 -2.251 -1.874  0.493

=====

Record 3
# C27H23N2O2

2 unconnected molecules or ions with the total composition C27H23N2O2 at a distorted geometry (wB97M-V/def2-TZVPD, OMol25).

The total charge is +1. As for the HOMO-LUMO gap: 5.2 eV. For the energy above the lowest of the compared OMol25 structures with the same formula, charge and spin, the calculation gives 0.763 eV.

Last column: Mulliken charge in e.
Cartesian coordinates (Å):
C1 -4.902 -0.007 4.500  -0.856
O1 -3.829 0.961 4.468  -0.414
C2 -2.970 0.882 3.422  1.040
C3 -1.934 1.850 3.342  -0.785
C4 -1.035 1.793 2.308  -0.623
C5 -1.092 0.778 1.292  1.170
C6 -0.082 0.801 0.297  -0.424
C7 0.121 0.007 -0.869  0.969
C8 1.260 0.326 -1.673  -0.763
C9 1.571 -0.366 -2.821  -0.671
C10 0.724 -1.404 -3.242  0.414
O2 0.992 -1.982 -4.480  -0.440
C11 0.074 -1.824 -5.528  0.480
C12 0.503 -1.084 -6.635  -0.391
C13 -0.432 -0.728 -7.603  -0.375
C14 -1.760 -1.150 -7.485  -0.489
C15 -2.150 -1.954 -6.412  -0.559
C16 -1.225 -2.322 -5.432  -0.297
C17 -0.366 -1.801 -2.461  -0.779
C18 -0.685 -1.077 -1.321  -0.172
C19 -2.151 -0.169 1.397  -0.618
C20 -3.070 -0.120 2.426  -0.745
H1 -5.473 0.241 5.391  0.248
H2 -5.532 0.077 3.605  0.376
H3 -4.505 -1.028 4.572  0.365
H4 -1.877 2.619 4.114  0.455
H5 -0.237 2.535 2.247  0.371
H6 0.649 1.602 0.427  0.216
H7 1.900 1.150 -1.358  0.388
H8 2.431 -0.101 -3.436  0.459
H9 1.543 -0.763 -6.681  0.416
H10 -0.109 -0.122 -8.448  0.360
H11 -2.488 -0.863 -8.242  0.382
H12 -3.177 -2.307 -6.319  0.368
H13 -1.508 -2.956 -4.594  0.355
H14 -0.978 -2.652 -2.763  0.553
H15 -1.581 -1.372 -0.789  0.301
H16 -2.270 -0.969 0.679  0.258
H17 -3.874 -0.860 2.471  0.424
C21 2.700 -0.245 2.109  -0.916
C22 3.906 -0.154 1.421  -0.766
N1 4.738 0.717 2.102  0.012
C23 4.082 1.195 3.228  -0.130
C24 2.777 0.594 3.259  1.157
C25 1.942 0.924 4.322  -0.491
C26 2.432 1.816 5.283  -0.547
C27 3.727 2.343 5.153  -0.345
N2 4.554 2.033 4.126  -0.616
H18 1.831 -0.841 1.861  0.671
H19 4.222 -0.653 0.509  0.439
H20 5.690 0.993 1.871  0.232
H21 0.948 0.481 4.362  0.575
H22 1.843 2.123 6.143  0.381
H23 4.132 3.039 5.889  0.378

=====

Record 4
# C6H8O2

A molecular structure, C6H8O2 at a distorted geometry (wB97M-V/def2-TZVPD, OMol25).

The total charge is 0. As for the HOMO-LUMO gap: 9.3 eV. For the energy above the lowest of the compared OMol25 structures with the same formula, charge and spin, the calculation gives 4.203 eV.

Last column: Mulliken charge in e.
Cartesian coordinates (Å):
C1 -0.074 0.885 1.349  -0.194
C2 0.605 -0.438 0.739  -0.512
C3 -0.360 -1.290 -0.159  -0.011
C4 0.056 -1.040 -1.660  -0.879
C5 -0.466 0.338 -1.178  -0.030
C6 0.640 0.789 -0.054  -0.469
H1 -0.009 2.031 2.958  0.369
H2 -1.117 1.157 1.191  0.321
H3 1.327 -0.994 1.379  0.458
H4 -0.710 -2.274 0.170  0.480
H5 -0.678 -1.553 -2.296  0.276
H6 0.967 -1.164 -2.160  0.355
H7 -0.903 1.077 -1.801  0.497
H8 1.484 1.402 -0.445  0.375
O1 0.620 1.427 2.365  -0.546
O2 -1.383 -0.353 -0.400  -0.491

=====

Record 5
# C3H4LiMnO3

A molecular structure, C3H4LiMnO3 at a distorted geometry (wB97M-V/def2-TZVPD, OMol25).

As for the multiplicity: 6. The total charge is +1. As for the HOMO-LUMO gap (alpha / beta): 8.2 / 4.8 eV. For the energy above the lowest of the compared OMol25 structures with the same formula, charge and spin, the calculation gives 2.525 eV.

Last column: Löwdin spin population.
Cartesian coordinates (Å):
O1 1.399 0.543 0.054  0.119
C1 0.778 -0.724 -0.042  0.048
C2 -0.721 -0.687 0.219  0.036
C3 -1.913 1.067 -0.809  0.594
O2 -1.438 1.875 0.011  0.218
O3 -1.465 -0.209 -0.976  0.123
Mn1 3.045 0.880 -0.498  3.804
Li1 0.222 1.802 0.768  0.037
H1 1.219 -1.423 0.689  0.008
H2 0.958 -1.170 -1.036  0.009
H3 -1.117 -0.229 1.138  0.004
H4 -0.967 -1.727 0.482  0.000

=====

Q: Which value of total charge does entry 3 give?
A: +1

=====

Q: What is the formula in the second record?
A: C21H42O9